Below is 2 unconnected molecules or ions with the total composition C5H9N2O2P in a non-equilibrium geometry, with properties calculated with wB97M-V/def2-TZVPD.

## Properties
structure (SMILES)	CN1C(=O)P1C.CN=C=O
E_tot	-21692.05247	eV
HOMO energy	-0.3384	Eh
total charge	0

Atoms and positions in Å:
1 C 0.906079 -3.646481 0.863977
2 N -0.008370 -2.652675 1.390224
3 C 0.529545 -1.856461 2.496339
4 O 1.132242 -2.072834 3.515531
5 P 0.132107 -0.765100 1.109153
6 C -1.595988 -0.042591 0.671374
7 H 1.437858 -3.170042 0.017247
8 H 1.638100 -3.839469 1.725763
9 H 0.441688 -4.579425 0.487221
10 H -2.105353 0.651736 1.320612
11 H -2.337020 -0.791393 0.227673
12 H -1.348665 0.631813 -0.180030
13 C -0.758246 3.095038 -1.903702
14 N 0.606886 3.210986 -2.388372
15 C 1.739714 3.226438 -2.031035
16 O 2.897500 3.367324 -2.006090
17 H -1.341217 2.621356 -2.633697
18 H -0.822994 2.488125 -0.971666
19 H -1.143866 4.123654 -1.710521

Atoms 1-3, force components in eV/Å:
1.546 -0.042 0.168
0.684 3.276 2.279
-1.492 -1.759 -0.231

=====

Below is a gas-phase ion, C5H9N2O3S2 (charge +1) in a non-equilibrium geometry, with properties calculated with wB97M-V/def2-TZVPD.

## Properties
E_tot	-36108.40950	eV
HOMO energy (spin up / spin down)	-0.5181 / -0.5236	Eh
total charge	+1

Atoms and positions in Å:
1 C -2.269435 0.012975 -0.843622
2 C -3.573399 0.197801 -1.165617
3 C 2.194443 -1.349842 -0.258775
4 C 2.511726 0.153232 -0.078866
5 C 1.845153 0.646155 1.133020
6 N -3.994469 -0.901382 1.149949
7 N -1.830479 -0.556229 0.204457
8 O -0.537265 2.015845 1.438770
9 O 0.005793 1.331569 -0.765514
10 O -0.620471 -0.464621 0.732720
11 S -4.684736 -0.493869 -0.084617
12 S 0.174020 1.097644 0.653537
13 H -1.402317 0.617892 -1.363798
14 H -4.117103 0.525949 -2.110311
15 H 2.856619 -1.709416 -1.134968
16 H 2.458009 -1.919073 0.554435
17 H 1.122290 -1.370992 -0.365523
18 H 2.191905 0.631449 -1.004800
19 H 3.625765 0.100030 -0.116610
20 H 1.785081 -0.087060 1.926721
21 H 2.258880 1.521933 1.499418

Atoms 1-3, force components in eV/Å:
2.311 2.973 -2.070
-2.370 0.205 -1.477
0.653 1.552 -3.102

=====

Below is a molecular structure, C5H9N2P in a non-equilibrium geometry, with properties calculated with wB97M-V/def2-TZVPD.

## Properties
E_tot	-17595.63913	eV
HOMO energy	-0.3186	Eh
total charge	0

Atoms and positions in Å:
1 C -1.591054 -1.361471 -2.875679
2 C -0.340855 -0.852328 -0.716666
3 C 1.609113 -0.722445 0.545960
4 C -0.257963 1.147465 0.856740
5 C 0.060544 -0.344055 0.588357
6 N -0.343204 -1.650103 -2.794238
7 N 0.273723 -1.285936 -1.715457
8 P -2.512406 -0.616037 -1.435349
9 H -2.285367 -1.590836 -3.740209
10 H 2.089303 -0.371473 -0.406230
11 H 1.701372 -1.714177 0.680456
12 H 2.110838 -0.212764 1.466161
13 H -1.358629 1.355376 0.457304
14 H 0.351322 1.802014 0.340509
15 H -0.208865 1.234442 1.887472
16 H -0.412789 -0.743057 1.445102
17 H -1.855542 0.558635 -1.468104

Atoms 1-3, force components in eV/Å:
-2.263 0.844 0.065
-4.276 -0.204 -0.619
0.032 5.347 1.730

=====

Below is a gas-phase ion, C5H9N2S (charge +1) in a non-equilibrium geometry, with properties calculated with wB97M-V/def2-TZVPD.

## Properties
E_tot	-19135.23388	eV
HOMO energy (spin up / spin down)	-0.4215 / -0.4748	Eh
total charge	+1

Atoms and positions in Å:
1 C -2.194637 -0.139519 0.047683
2 C 0.862758 1.187203 0.651615
3 C 0.709661 -0.210323 1.068083
4 C 0.156551 1.272726 -0.642855
5 C 0.074580 -1.017870 -0.123115
6 N -1.429893 -1.190655 -0.152903
7 N 0.464343 -0.030463 -1.200562
8 S -3.674148 0.303633 0.228206
9 H 0.195818 1.856706 1.242379
10 H 1.887704 1.682444 0.645300
11 H 1.656754 -0.658159 1.108652
12 H 0.256218 -0.445456 2.087310
13 H 0.301581 2.151290 -1.375612
14 H 0.686660 -1.961575 -0.205201
15 H -1.658444 -2.182820 -0.183268
16 H 0.219833 -0.403256 -2.106820
17 H 1.484669 -0.213910 -1.088884

Atoms 1-3, force components in eV/Å:
0.459 -0.044 -0.458
-1.303 3.987 0.718
-1.228 -2.516 1.557

=====

Below is a single C5H9N3 molecule in a non-equilibrium geometry, with properties calculated with wB97M-V/def2-TZVPD.

## Properties
structure (SMILES)	N[C@H]1[C@H]2C=NN[C@@H]1C2
E_tot	-9798.20824	eV
HOMO energy	-0.3070	Eh
total charge	0

Atoms and positions in Å:
1 N 2.075975 0.190514 0.039847
2 C 0.844251 -0.635425 -0.171842
3 C -0.156384 -0.675751 0.988730
4 C -0.273373 0.733360 1.304513
5 N -0.381954 1.668018 0.415414
6 N -0.455952 1.241938 -0.865125
7 C -0.345263 -0.148028 -1.051379
8 C -1.223496 -0.951094 -0.066517
9 H 2.507049 0.328038 -1.008431
10 H 1.659789 1.148723 0.188952
11 H 1.133662 -1.697204 -0.410509
12 H -0.151985 -1.351225 1.753792
13 H -0.159558 1.018898 2.385422
14 H -1.101645 1.910129 -1.405355
15 H -0.460378 -0.470372 -2.033125
16 H -2.109742 -0.337456 0.189947
17 H -1.400998 -1.973067 -0.254339

Atoms 1-3, force components in eV/Å:
-0.592 0.952 -3.750
2.209 -1.380 -0.127
-0.212 0.561 -2.499

=====

Below is a single C5H9N3 molecule in a non-equilibrium geometry, with properties calculated with wB97M-V/def2-TZVPD.

## Properties
structure (SMILES)	C[C@@]12CNN=C[C@H]1N2
E_tot	-9796.34241	eV
HOMO energy	-0.2909	Eh
total charge	0

Atoms and positions in Å:
1 C -0.729364 0.338275 1.393403
2 C -0.680528 0.346987 -0.185349
3 C 0.417644 1.226844 -0.682460
4 N 1.594153 0.372880 -0.367226
5 N 1.585259 -0.802489 0.265126
6 C 0.518452 -1.528711 0.042377
7 C -0.333687 -0.910124 -0.947930
8 N -1.685460 -0.351501 -0.874567
9 H 0.296551 0.611375 1.700144
10 H -0.966413 -0.609820 1.819010
11 H -1.579871 1.013415 1.670358
12 H 0.507061 2.154810 -0.005029
13 H 0.245390 1.551885 -1.727583
14 H 2.528149 0.676392 -0.501442
15 H 0.602260 -2.445291 0.549983
16 H 0.124829 -0.836509 -1.858564
17 H -2.444420 -0.808412 -0.290249

Atoms 1-3, force components in eV/Å:
-0.174 1.037 -1.767
0.175 0.495 1.779
-0.495 2.187 1.260

=====

Below is a single C5H9N3 molecule in a non-equilibrium geometry, with properties calculated with wB97M-V/def2-TZVPD.

## Properties
structure (SMILES)	[H]/N=C1/NCCN2C[C@@H]12
E_tot	-9795.24559	eV
HOMO energy	-0.3247	Eh
total charge	0

Atoms and positions in Å:
1 H 2.000858 -1.023378 2.176977
2 N 1.928344 -0.121749 1.740476
3 C 0.752704 0.101924 1.106866
4 N 0.144108 1.285572 0.809837
5 C -0.378643 1.684694 -0.564852
6 C -0.873512 0.251298 -1.113211
7 N 0.111383 -0.558235 -0.816203
8 C 0.154840 -1.935135 -0.333137
9 C -0.023018 -0.846068 0.631592
10 H 0.720038 2.165647 1.064088
11 H -1.155151 2.387106 -0.525424
12 H 0.409796 2.085909 -1.070864
13 H -1.767706 0.074190 -0.580453
14 H -0.843367 0.273210 -2.103049
15 H 0.846926 -2.661758 -0.766382
16 H -0.769674 -2.377063 -0.366095
17 H -1.257924 -0.786163 0.709835

Atoms 1-3, force components in eV/Å:
-0.396 -0.691 -0.476
-2.967 3.049 -1.478
7.350 2.363 5.282

=====

Below is 2 unconnected molecules or ions with the total composition C5H9N3 in a non-equilibrium geometry, with properties calculated with wB97M-V/def2-TZVPD.

## Properties
structure (SMILES)	[H]/N=C1/CC=CN1.C=N
E_tot	-9799.81645	eV
HOMO energy	-0.2963	Eh
total charge	0

Atoms and positions in Å:
1 H 1.598302 0.514409 -1.796922
2 N 1.277413 -0.160401 -1.107181
3 C 0.020508 -0.256766 -1.008987
4 C -0.692280 -1.176033 -0.051440
5 C -2.134771 -0.902842 -0.335270
6 C -2.220295 0.032427 -1.279193
7 N -0.956542 0.433777 -1.689680
8 H -0.410081 -0.913007 0.974489
9 H -0.399822 -2.212199 -0.220108
10 H -2.946222 -1.383981 0.171884
11 H -3.095928 0.472837 -1.721953
12 H -0.778553 1.114491 -2.408169
13 C 1.898249 1.021983 1.387333
14 N 1.226448 0.401336 2.242507
15 H 2.897991 0.755618 1.030099
16 H 1.467830 1.924789 0.971855
17 H 1.668646 -0.444020 2.607487

Atoms 1-3, force components in eV/Å:
-0.207 0.049 -0.075
0.715 -0.175 -0.032
0.191 0.090 -0.061

=====

Look up the E_tot of the second one.
-36108.40950 eV

=====

Copy entry 1 word for word.
Below is 2 unconnected molecules or ions with the total composition C5H9N2O2P in a non-equilibrium geometry, with properties calculated with wB97M-V/def2-TZVPD.

## Properties
structure (SMILES)	CN1C(=O)P1C.CN=C=O
E_tot	-21692.05247	eV
HOMO energy	-0.3384	Eh
total charge	0

Atoms and positions in Å:
1 C 0.906079 -3.646481 0.863977
2 N -0.008370 -2.652675 1.390224
3 C 0.529545 -1.856461 2.496339
4 O 1.132242 -2.072834 3.515531
5 P 0.132107 -0.765100 1.109153
6 C -1.595988 -0.042591 0.671374
7 H 1.437858 -3.170042 0.017247
8 H 1.638100 -3.839469 1.725763
9 H 0.441688 -4.579425 0.487221
10 H -2.105353 0.651736 1.320612
11 H -2.337020 -0.791393 0.227673
12 H -1.348665 0.631813 -0.180030
13 C -0.758246 3.095038 -1.903702
14 N 0.606886 3.210986 -2.388372
15 C 1.739714 3.226438 -2.031035
16 O 2.897500 3.367324 -2.006090
17 H -1.341217 2.621356 -2.633697
18 H -0.822994 2.488125 -0.971666
19 H -1.143866 4.123654 -1.710521

Atoms 1-3, force components in eV/Å:
1.546 -0.042 0.168
0.684 3.276 2.279
-1.492 -1.759 -0.231

=====

Look up the total charge of the eighth one.
0